Formula: C7H14O
Source: OMol25
Level of theory: wB97M-V/def2-TZVPD

Last column: natural (NBO) charge in e.
Atoms and positions in Å:
1 C 2.0448 0.9025 1.3988  -0.390
2 C 1.4653 -0.2819 1.0801  -0.229
3 C 0.2672 -0.6028 0.1863  -0.074
4 C -0.5967 -1.4731 0.5989  -0.363
5 C -0.2567 0.5048 -0.9039  -0.412
6 C -1.7708 0.5885 -1.2446  -0.401
7 C -2.5759 0.9883 -0.0139  -0.627
8 H 1.7537 1.7545 0.8220  0.184
9 H 2.9963 1.0367 1.9479  0.215
10 H 1.8554 -1.1187 1.7396  0.205
11 H -1.5876 -1.6619 0.1783  0.202
12 H -0.4135 -2.1017 1.4765  0.199
13 H 0.0872 1.4401 -0.5562  0.207
14 H 0.2138 -0.0205 -1.8496  0.223
15 H -2.0167 -0.4416 -1.5384  0.196
16 H -1.6758 1.3053 -2.1400  0.220
17 H -2.3393 2.0296 0.1060  0.204
18 H -2.0980 0.4895 0.7843  0.214
19 H -3.6736 0.8814 0.0047  0.218
20 O 3.0174 -1.4681 -0.9954  -0.926
21 H 2.0413 -1.4185 -0.9781  0.470
22 H 3.2623 -1.3323 -0.1035  0.467

Summary:
Energy above the lowest of the compared OMol25 structures with the same formula, charge and spin in kcal per mole: 69.9
SMILES string: C=CC(=C)CCC.O
E_HOMO in eV: -9.3
Total charge: 0
Molar mass in g mol⁻¹: 114.2
LUMO in eV: 0.785
Largest force on an atom in eV/A: 4.68
Electronic energy in Ha: -350.248066